# C24H65BrFO23PS7Si

A 8-piece molecular cluster, C24H65BrFO23PS7Si overall at a distorted geometry (the ωB97M-V functional and the def2-TZVPD basis, the OMol25 dataset).

Each line ends with the Löwdin charge.
Element x y z (Å)
H (3.22, -1.93, 0.55)  0.067
H (7.48, 3.71, 3.96)  0.086
H (-0.52, 7.29, -0.51)  0.084
O (1.75, 6.78, -1.79)  -0.263
H (-2.62, -3.32, -0.62)  0.046
C (-0.18, 8.06, 5.70)  -0.125
H (-3.28, -0.40, 3.74)  0.059
H (2.38, -8.41, -0.06)  0.078
H (-4.77, -0.81, 0.95)  0.061
H (2.49, -2.68, 2.00)  0.077
S (5.58, 2.13, 1.33)  0.591
H (-1.08, -3.14, 0.23)  0.031
H (-5.12, 3.90, 6.88)  0.084
C (-3.30, -0.72, -9.28)  -0.075
O (0.66, -8.14, -2.35)  -0.280
C (8.06, 3.24, 3.17)  -0.074
H (-0.70, 5.64, -1.10)  0.069
C (-4.10, -0.10, 4.39)  -0.121
H (-0.90, -10.34, -3.50)  0.076
H (2.83, -6.98, -0.98)  0.066
C (3.18, -2.83, 1.17)  -0.121
O (5.48, 3.56, 1.25)  -0.284
O (-0.20, 1.10, -2.07)  -0.424
C (-4.45, 3.40, 7.58)  -0.074
C (-1.45, -9.48, -3.11)  -0.122
H (0.68, 1.27, -2.41)  0.026
H (0.04, 8.55, 6.64)  0.075
H (-3.10, -1.09, -10.29)  0.085
C (0.46, 6.93, -2.40)  -0.262
C (-4.12, -1.74, -8.50)  -0.264
H (-0.57, -3.79, -3.42)  0.072
O (-4.83, 1.30, 6.38)  -0.266
O (-3.53, -3.05, -8.55)  -0.265
C (7.60, 1.81, 2.95)  -0.262
H (-3.03, 1.02, -1.36)  0.071
C (2.82, -7.42, 0.02)  -0.078
H (-3.20, -5.50, -7.35)  0.075
O (2.25, 4.56, -2.79)  -0.283
C (-0.66, 6.69, -1.41)  -0.072
C (-4.78, 1.92, 7.67)  -0.264
O (-4.86, -1.28, 0.12)  -0.099
H (-3.43, 3.56, 7.23)  0.072
H (1.02, -6.39, 0.65)  0.110
O (1.71, 4.76, -0.35)  -0.308
O (-2.64, 0.15, 6.55)  -0.276
H (-1.22, 7.76, 5.66)  0.073
H (-1.63, 6.94, -1.86)  0.080
P (-0.05, 0.28, -0.61)  0.402
H (0.37, 6.27, -3.27)  0.115
H (2.04, 5.23, 3.53)  0.117
H (3.86, -7.52, 0.34)  0.085
C (-1.02, -5.66, -2.43)  -0.253
H (4.00, 6.42, -0.37)  0.080
H (-4.55, 3.87, 8.56)  0.080
C (-4.74, -0.28, -0.90)  -0.290
O (-2.62, -3.02, -6.25)  -0.288
H (0.07, 8.71, 4.86)  0.073
H (-3.12, -0.36, -2.44)  0.085
O (2.20, 7.00, 5.42)  -0.281
H (-4.06, 1.40, 8.31)  0.115
S (2.58, -4.15, 0.16)  0.592
C (-0.80, -4.82, -3.68)  -0.060
H (-2.36, -9.33, -3.69)  0.074
O (-1.49, -6.98, -2.76)  -0.259
H (-2.19, -5.35, -8.83)  0.075
O (6.26, 1.37, 0.31)  -0.276
C (3.97, 1.45, 1.57)  -0.115
H (-5.13, 0.68, -0.50)  0.116
C (0.97, 5.00, 3.56)  -0.253
H (7.93, 3.84, 2.27)  0.070
F (-2.33, -0.72, 1.37)  -0.226
H (7.83, 1.21, 3.83)  0.122
H (1.15, 3.59, 5.20)  0.074
H (-0.11, -5.71, -1.83)  0.103
O (-1.08, -2.83, -8.22)  -0.274
H (-1.68, -9.62, -2.06)  0.074
O (-2.91, 2.13, 5.03)  -0.281
S (-2.27, -3.35, -7.60)  0.589
S (0.83, 6.61, 5.61)  0.589
H (-5.37, -0.56, -1.76)  0.112
H (-3.84, 0.22, -9.34)  0.080
H (-5.76, 1.79, 8.11)  0.120
C (-1.69, -2.72, -0.60)  -0.185
Br (-0.14, 1.85, 1.02)  0.244
H (3.53, 1.90, 2.45)  0.070
H (4.17, -3.09, 1.53)  0.077
O (0.25, 6.05, 4.22)  -0.262
C (-3.27, -0.07, -1.38)  -0.240
H (-1.12, -2.93, -1.52)  0.014
C (2.04, -6.56, 1.00)  -0.254
H (-4.84, 0.46, 3.83)  0.073
S (2.30, 5.29, -1.55)  0.582
H (-1.41, -5.50, -7.23)  0.075
O (-0.19, -7.83, -4.69)  -0.280
H (0.62, 4.99, 2.53)  0.111
H (4.51, 4.81, -0.94)  0.060
H (4.05, 0.37, 1.68)  0.062
C (0.72, 3.64, 4.19)  -0.082
H (8.13, 1.35, 2.10)  0.115
O (3.52, -4.39, -0.89)  -0.266
S (-3.43, 0.94, 5.65)  0.591
C (3.98, 5.72, -1.20)  -0.112
S (-0.43, -8.06, -3.29)  0.594
H (0.03, -5.21, -4.27)  0.078
H (-1.68, -4.84, -4.32)  0.074
H (-1.79, -5.20, -1.82)  0.103
O (1.18, -3.92, -0.12)  -0.299
H (-0.35, 3.45, 4.29)  0.077
H (-4.55, -0.98, 4.86)  0.076
H (9.12, 3.26, 3.44)  0.081
H (4.42, 6.17, -2.09)  0.076
H (-2.34, -0.54, -8.81)  0.072
H (0.41, 7.95, -2.76)  0.121
H (1.97, -7.08, 1.96)  0.122
O (2.70, -5.31, 1.26)  -0.260
H (1.17, 2.85, 3.59)  0.035
C (-2.27, -5.11, -7.78)  -0.117
H (3.37, 1.70, 0.69)  0.067
O (0.45, 5.72, 6.67)  -0.279
O (6.18, 1.73, 2.76)  -0.262
H (-5.11, -1.83, -8.94)  0.121
Si (-1.95, -0.89, -0.27)  0.373
H (-4.25, -1.42, -7.46)  0.114

Output
HOMO in Eh: -0.312
Frontier orbital gap in Ha: 0.325
Total charge: 0
Structure (SMILES): C[Si@](F)(CCO)P(O)Br.CCOS(C)(=O)=O.CCOS(C)(=O)=O.CCOS(C)(=O)=O.CCOS(C)(=O)=O.CCOS(C)(=O)=O.CCOS(C)(=O)=O.CCOS(C)(=O)=O

***

# ClHN2O2

A 2-piece molecular cluster, ClHN2O2 overall at a distorted geometry (the ωB97M-V functional and the def2-TZVPD basis, the OMol25 dataset).

Each line ends with the natural charge from an NBO analysis.
Element x y z (Å)
H (0.40, -0.28, 0.02)  0.444
O (-0.29, 2.03, 0.04)  -0.388
N (-0.96, -0.01, -0.28)  -0.489
Cl (-2.06, -1.22, 0.19)  0.195
O (-2.39, 1.57, 0.21)  -0.367
N (-1.24, 1.29, 0.05)  0.605

Output
HOMO in Eh: -0.395
Frontier orbital gap in Ha: 0.361
Total charge: 0
Relative energy (zero: lowest compared OMol25 entry of this formula, charge and spin) in kJ/mol: 252.7